C41H52NO4P2S2Si4Tc | ωB97M-V with the def2-TZVPD basis set

The geometry in XYZ format:
```
107
Properties=species:S:1:pos:R:3:forces:R:3:mulliken_charge:R:1
Tc 0.175 -0.513 0.256 1.0483 0.3363 -1.7375 -0.44
O 3.971 -0.401 1.793 0.1303 -0.1450 0.1591 -0.53
C 2.711 -0.093 1.460 0.0564 0.8652 -0.3850 1.05
O 2.233 -0.542 0.349 -0.3495 -0.2101 0.0781 -0.83
C 1.762 0.017 2.600 -0.0770 -0.3501 -0.2192 -0.65
C 2.041 0.336 3.909 -0.3621 0.0071 0.4578 -0.95
C 0.972 0.518 4.789 0.6215 -0.0143 -0.0788 -1.45
C -0.323 0.369 4.338 -0.6026 -0.2104 -0.5113 -1.15
C -0.537 -0.004 3.013 1.1522 0.3335 0.6545 0.68
N 0.509 -0.184 2.163 -0.0709 0.2582 1.6013 1.86
C -1.763 -0.290 2.324 -0.9320 -0.3782 -0.6640 0.16
O -2.958 -0.231 2.874 0.1918 -0.0704 0.1316 -0.52
O -1.696 -0.648 1.135 -0.3471 0.2275 0.5614 -0.82
H 4.474 -0.561 0.980 -0.0333 -0.0223 -0.0129 0.51
H 3.066 0.476 4.220 0.0108 -0.0176 -0.0113 0.65
H 1.160 0.793 5.817 -0.0076 -0.0043 0.0019 0.50
H -1.161 0.537 5.002 0.0279 0.0057 0.0380 0.47
H -2.899 -0.105 3.831 -0.0700 0.1071 0.0079 0.35
S 0.105 -0.361 -2.315 0.0712 -0.3434 0.4435 -0.91
P -0.538 1.505 -1.868 -0.0942 -0.0987 0.7697 1.01
C 0.014 1.539 -0.196 0.4223 0.5132 -0.8372 0.90
P 1.057 2.704 0.592 -1.0097 -0.5190 -0.1573 0.85
S 2.895 2.064 1.202 0.3314 -0.2555 0.0078 -0.55
C 0.118 3.221 2.065 0.1849 -0.0642 0.0481 0.05
C -1.275 3.194 2.011 -0.0029 0.0197 0.0475 -0.53
C -2.018 3.566 3.122 -0.0349 -0.0272 0.0219 -0.49
C -1.373 3.958 4.288 -0.0058 0.0267 0.0638 -0.64
C 0.013 3.977 4.347 0.0353 0.0050 0.0168 -0.75
C 0.761 3.609 3.237 -0.0857 0.0524 -0.0319 -0.35
C 1.605 4.216 -0.240 -0.1862 -0.1677 0.0253 0.81
C 1.271 5.471 0.253 -0.1142 -0.0362 -0.0443 -0.46
C 1.869 6.599 -0.291 -0.0436 0.1187 0.0622 -0.83
C 2.788 6.473 -1.319 0.0147 -0.0204 -0.0586 -0.63
C 3.115 5.215 -1.814 0.0086 -0.0128 -0.0621 -0.74
C 2.535 4.085 -1.270 -0.0500 0.0520 -0.1034 -0.36
C -0.134 2.845 -3.010 0.2476 -0.1303 0.2876 0.35
C -0.635 4.111 -2.705 0.1764 -0.0267 0.0065 -0.05
C -0.446 5.155 -3.592 0.0202 0.0304 0.0904 -0.79
C 0.230 4.929 -4.787 0.0137 0.0718 -0.0209 -0.67
C 0.713 3.668 -5.093 0.0648 -0.0182 -0.0979 -0.79
C 0.536 2.618 -4.202 0.0261 -0.0776 0.0943 -0.41
C -2.359 1.470 -2.072 0.1808 0.1113 0.0108 0.70
C -2.965 2.121 -3.147 -0.0600 -0.0661 0.0520 -0.81
C -4.325 1.971 -3.373 -0.0352 -0.0015 -0.0437 -0.77
C -5.090 1.168 -2.543 -0.0208 -0.0091 -0.0375 -0.63
C -4.491 0.517 -1.474 0.0161 -0.0332 0.0811 -0.99
C -3.134 0.665 -1.242 -0.0563 0.1478 -0.0914 0.19
H -1.769 2.869 1.103 0.0107 -0.0056 -0.0084 0.45
H -3.100 3.551 3.077 -0.0028 0.0275 -0.0100 0.48
H -1.952 4.260 5.152 -0.0085 -0.0184 0.0020 0.40
H 0.515 4.280 5.257 -0.0116 0.0195 0.0034 0.47
H 1.843 3.613 3.275 -0.0009 0.0269 0.0158 0.49
H 0.559 5.567 1.063 0.0326 0.0382 -0.0153 0.44
H 1.631 7.576 0.109 -0.0233 -0.0079 -0.0352 0.47
H 3.262 7.354 -1.732 -0.0104 -0.0041 0.0046 0.43
H 3.839 5.115 -2.612 -0.0092 0.0147 -0.0058 0.46
H 2.813 3.100 -1.625 0.0049 0.0150 -0.0290 0.39
H -1.190 4.259 -1.785 0.0075 0.0959 -0.0124 0.38
H -0.832 6.138 -3.358 0.0116 0.0132 -0.0192 0.49
H 0.375 5.744 -5.484 -0.0183 -0.0093 0.0008 0.42
H 1.219 3.493 -6.033 0.0149 0.0205 0.0188 0.44
H 0.900 1.625 -4.436 0.0187 0.0118 0.0002 0.44
H -2.382 2.737 -3.815 -0.0920 -0.0347 -0.0386 0.35
H -4.786 2.480 -4.211 0.0069 -0.0096 -0.0048 0.45
H -6.146 1.037 -2.738 -0.0076 0.0271 0.0261 0.40
H -5.078 -0.117 -0.822 -0.0095 -0.0016 -0.0128 0.50
H -2.674 0.146 -0.421 -0.0687 -0.0402 -0.0163 0.39
C 3.051 -3.659 1.960 -0.1243 0.1258 -0.1937 -0.91
Si 2.502 -3.801 0.151 -0.0692 -0.3242 -0.1329 0.79
C 2.498 -5.649 -0.260 0.0184 0.1227 0.0335 -1.15
C 3.687 -2.964 -1.063 -0.1921 0.0672 0.1402 -1.00
Si 0.231 -3.092 -0.129 -0.1467 0.0452 -0.3509 0.96
Si -0.648 -3.845 -2.235 -0.0361 -0.2745 0.1741 0.66
C 0.603 -3.546 -3.623 -0.1266 0.0579 0.2416 -1.04
C -2.322 -3.032 -2.570 0.2341 0.0264 0.0504 -0.71
C -0.904 -5.715 -2.079 -0.0069 0.1589 -0.0318 -1.25
Si -1.100 -3.980 1.675 0.0735 -0.3996 -0.1682 0.51
C -0.486 -3.465 3.398 -0.0991 0.1484 -0.2042 -1.00
C -2.944 -3.630 1.440 0.2127 0.0968 0.0466 -1.05
C -0.851 -5.853 1.588 -0.0445 0.1202 -0.0004 -1.14
H 4.125 -3.830 2.061 0.0145 -0.0088 -0.0594 0.45
H 2.543 -4.415 2.563 -0.0339 -0.0130 -0.0458 0.33
H 2.832 -2.685 2.397 -0.0021 0.0141 0.0399 0.08
H 3.483 -6.084 -0.069 0.0333 0.0452 -0.0011 0.42
H 2.261 -5.826 -1.311 0.0100 0.0337 -0.0043 0.24
H 1.777 -6.205 0.341 0.0254 0.0155 -0.0347 0.27
H 4.731 -3.076 -0.757 -0.0222 -0.0685 0.0578 0.41
H 3.466 -1.903 -1.166 0.0314 0.0173 -0.0208 0.05
H 3.588 -3.415 -2.052 -0.0313 -0.0412 0.0152 0.33
H 0.917 -2.505 -3.649 0.0593 0.0002 -0.0687 0.29
H 0.176 -3.791 -4.598 -0.0741 -0.0418 0.0254 0.42
H 1.494 -4.163 -3.485 -0.0204 -0.0334 0.0430 0.28
H -2.204 -1.960 -2.732 -0.0250 -0.0105 0.0000 -0.02
H -3.000 -3.171 -1.725 0.0231 -0.0339 0.0120 0.19
H -2.801 -3.457 -3.455 0.0534 -0.0665 -0.0149 0.52
H -0.015 -6.219 -1.696 -0.0109 0.0161 -0.0028 0.32
H -1.134 -6.149 -3.055 -0.0098 0.0406 -0.0270 0.42
H -1.736 -5.954 -1.413 -0.0137 0.0340 -0.0374 0.29
H -0.168 -2.424 3.438 0.0661 0.0323 0.0561 0.10
H 0.373 -4.071 3.688 0.0068 -0.0150 -0.0685 0.41
H -1.257 -3.605 4.160 -0.0551 -0.0549 -0.0561 0.41
H -3.147 -2.575 1.262 -0.0480 0.0111 -0.0305 0.13
H -3.526 -3.939 2.312 0.0663 -0.0646 0.0327 0.45
H -3.322 -4.186 0.580 0.0487 -0.0182 -0.0162 0.33
H 0.201 -6.121 1.697 -0.0327 0.0235 0.0414 0.22
H -1.205 -6.266 0.643 0.0361 0.0176 0.0463 0.24
H -1.399 -6.352 2.392 -0.0352 0.0599 0.0353 0.42
```
Positions in Å, forces in eV/Å.

Calculated values
Kohn-Sham gap (alpha / beta)	5.54 / 5.49	eV
multiplicity	4
relative energy (zero: lowest compared OMol25 entry of this formula, charge and spin)	25.20	kcal per mole
net charge	+1
F_max	0.04000	hartree/bohr
LUMO level (alpha / beta)	-3.92 / -4.61	eV